Entry 1:
{
  "formula": "C2H12N4",
  "method": "the ωB97M-V functional and the def2-TZVPD basis",
  "smiles": "NCN.NCN",
  "gap_ev": 10.012,
  "e_above_lowest_ev": 0.6039,
  "e_tot_ha": -302.37948,
  "elements": ["N", "C", "N", "H", "H", "H", "H", "H", "H", "N", "C", "N", "H", "H", "H", "H", "H", "H"],
  "xyz": [[-0.666575, -0.752600, -2.265047], [0.469826, -1.642859, -2.360537], [0.726285, -2.649388, -1.344168], [-0.931414, -0.332187, -1.389197], [-1.478995, -1.325312, -2.513104], [1.360043, -0.992525, -2.340829], [0.486178, -2.151661, -3.322647], [0.276757, -2.451808, -0.448545], [0.452426, -3.600785, -1.531437], [-0.814894, 2.855077, 1.607016], [-0.124371, 1.887535, 2.432717], [0.470789, 0.778595, 1.691657], [-0.204790, 3.632241, 1.405901], [-0.962786, 2.428141, 0.697985], [-0.717383, 1.554177, 3.287000], [0.732011, 2.353410, 2.944132], [-0.136670, 0.180342, 1.157285], [1.063562, 0.229609, 2.291819]],
  "forces_ev_per_a": [[-1.5, -1.3, -1.1], [1.6, 0.8, 0.6], [-0.5, -0.4, 1.3], [0.8, 0.0, 0.5], [0.0, 0.5, 0.0], [-0.2, -0.1, -0.2], [-0.3, 0.2, -0.1], [0.3, 0.3, -0.3], [-0.2, 0.0, -0.6], [-0.1, -0.3, -0.3], [1.0, -0.2, 0.8], [0.5, 0.5, -0.3], [0.1, 0.2, 0.0], [-0.3, 0.0, 0.0], [-0.7, -0.1, -0.3], [-0.2, 0.2, -0.3], [-0.4, 0.0, 0.3], [0.0, -0.2, 0.0]],
  "lowdin_charge": [-0.007, -0.389, -0.020, 0.042, 0.065, 0.098, 0.108, 0.055, 0.048, -0.004, -0.390, -0.014, 0.058, 0.055, 0.091, 0.107, 0.041, 0.057]
}

***

Entry 2:
{
  "formula": "C2H12NO2",
  "method": "the ωB97M-V functional and the def2-TZVPD basis",
  "gap_ev": 10.667,
  "charge": 1,
  "e_above_lowest_ev": 1.2236,
  "e_tot_ha": -288.36908,
  "elements": ["C", "C", "N", "H", "H", "H", "H", "H", "H", "H", "H", "H", "H", "O", "H", "H", "O"],
  "xyz": [[-0.922902, 3.038147, 0.874922], [-1.215012, 2.316385, -0.479173], [-0.611111, 0.921611, -0.497641], [-0.597369, 2.260645, 1.575227], [-0.120649, 3.751139, 0.877467], [-1.892417, 3.405693, 1.190099], [-2.313798, 2.260079, -0.499726], [-0.953053, 2.903939, -1.347555], [0.413189, 0.834991, -0.492984], [-0.880042, 0.458690, -1.368960], [-0.803284, 0.415280, 0.368624], [2.573542, -4.010328, 1.354654], [3.653798, -3.335410, 2.038880], [2.782188, -3.122473, 1.704110], [-0.719073, -3.021727, -1.309181], [0.428108, -2.099029, -1.800020], [-0.511728, -2.136973, -1.619409]],
  "forces_ev_per_a": [[-0.1, -1.7, -0.6], [-0.3, 1.0, 1.5], [0.6, 0.5, -0.5], [-0.3, 0.2, 0.3], [0.0, 0.6, -0.3], [0.3, 0.5, 0.4], [0.5, -0.9, -0.3], [0.6, -0.3, -0.3], [0.0, 0.9, -0.3], [-0.4, -0.8, 0.5], [-1.0, -0.3, -0.4], [-0.4, 0.6, 0.0], [0.5, 0.5, 0.4], [-0.1, -1.1, -0.5], [0.1, -0.1, 0.0], [0.2, -0.4, -0.1], [-0.3, 0.8, 0.1]],
  "lowdin_charge": [-0.046, -0.163, 0.182, 0.078, 0.078, 0.085, 0.130, 0.124, 0.177, 0.152, 0.166, 0.045, 0.031, -0.075, 0.051, 0.038, -0.052]
}

***

Entry 3:
{
  "formula": "C2H12NO2",
  "method": "the ωB97M-V functional and the def2-TZVPD basis",
  "gap_ev": 12.224,
  "charge": 1,
  "e_above_lowest_ev": 0.8102,
  "e_tot_ha": -288.38427,
  "elements": ["C", "N", "C", "H", "H", "H", "H", "H", "H", "H", "H", "H", "H", "O", "H", "H", "O"],
  "xyz": [[1.265802, -0.738207, -0.561500], [0.625797, 0.321823, 0.267966], [-0.145019, 1.288056, -0.560318], [1.610371, -1.566339, 0.048306], [0.632361, -1.100553, -1.361229], [2.093327, -0.277568, -1.103488], [1.316897, 0.829557, 0.823646], [-0.048093, -0.139564, 0.868755], [-0.932745, 1.818858, -0.033799], [-0.630429, 0.816373, -1.401029], [0.512382, 2.090306, -0.890433], [-1.825029, -1.782016, -2.772510], [-2.119373, -1.810931, -1.292568], [-1.668411, -1.277104, -1.935179], [-0.934904, 0.291000, 3.520785], [0.530630, 0.514984, 3.438117], [-0.283566, 0.721326, 2.944480]],
  "forces_ev_per_a": [[1.1, 0.3, -0.8], [-0.9, -0.5, -1.0], [-0.1, 1.5, -0.5], [0.0, 0.1, 0.2], [-0.7, 0.0, 0.4], [0.2, -0.1, 0.3], [-0.3, -0.3, 0.2], [0.1, 0.2, 0.8], [0.1, -0.4, 0.7], [0.2, -0.5, -0.1], [0.2, -0.3, -0.2], [0.2, 0.8, 0.9], [-0.5, -0.4, 0.6], [0.2, -0.4, -1.5], [-0.2, 0.3, -0.3], [-0.2, 0.3, -0.3], [0.4, -0.7, 0.6]],
  "lowdin_charge": [-0.004, -0.032, -0.007, 0.107, 0.076, 0.111, 0.173, 0.136, 0.108, 0.077, 0.109, 0.087, 0.037, -0.058, 0.067, 0.065, -0.053]
}

***

Entry 4:
{
  "formula": "C2H12NO2",
  "method": "the ωB97M-V functional and the def2-TZVPD basis",
  "gap_ev": 12.490,
  "charge": 1,
  "e_above_lowest_ev": 0.8725,
  "e_tot_ha": -288.38198,
  "elements": ["C", "C", "N", "H", "H", "H", "H", "H", "H", "H", "H", "H", "H", "O", "H", "H", "O"],
  "xyz": [[2.432430, -1.232350, -0.797318], [1.362332, -0.710041, 0.119493], [0.058313, -0.380206, -0.511970], [2.230472, -2.239695, -1.210547], [2.567878, -0.655350, -1.702926], [3.282087, -1.668252, -0.266266], [1.249916, -1.367834, 0.969552], [1.793809, 0.172024, 0.598893], [0.199141, 0.568148, -0.877312], [-0.649194, -0.333654, 0.227967], [-0.272180, -0.914617, -1.321118], [-0.929064, 2.439103, 0.364889], [-2.035467, 1.959948, -0.569232], [-1.089022, 2.131644, -0.533664], [-2.292141, -0.116621, 2.460696], [-2.770515, -0.557549, 1.111895], [-2.077454, -0.026021, 1.524042]],
  "forces_ev_per_a": [[-0.6, -2.5, -1.0], [1.7, -0.6, 0.8], [0.8, 0.8, -0.2], [-1.2, 0.3, -0.1], [0.8, 0.6, 0.3], [0.6, 1.6, 0.2], [-0.6, -0.5, -0.1], [-0.7, 0.5, -0.3], [-0.8, 0.2, 0.1], [-0.4, 0.2, 0.0], [0.4, -0.5, 0.5], [-0.1, 0.2, 0.0], [-0.1, 0.2, 0.0], [0.2, -0.1, 0.0], [0.3, 0.1, 0.1], [-0.1, 0.1, -0.1], [-0.2, -0.4, -0.2]],
  "lowdin_charge": [-0.084, -0.214, 0.176, 0.088, 0.086, 0.099, 0.127, 0.135, 0.131, 0.096, 0.183, 0.061, 0.058, -0.042, 0.074, 0.068, -0.043]
}